# 1
The following is a DFT calculation (ωB97M-V/def2-TZVPD) of a structure of composition C27H36ClNO2P3Yb at a distorted geometry.

Element x y z (Å)
C: 0.73 -0.56 -8.35
C: 0.45 -0.13 -6.96
H: 1.81 -0.59 -8.54
H: 0.25 0.14 -9.05
H: 0.30 -1.55 -8.52
O: 1.29 0.17 -6.08
Cl: -1.29 -0.06 -6.59
Yb: 0.10 -0.41 -1.86
P: 0.12 2.03 -2.02
C: 1.39 2.98 -1.22
C: 0.13 2.47 -3.74
H: -0.07 3.54 -3.81
H: -1.54 3.64 -1.56
H: -0.65 1.91 -4.28
H: -2.27 2.02 -1.81
H: 2.39 2.72 -1.62
H: 1.09 2.23 -4.20
C: -1.44 2.58 -1.35
H: 1.18 4.04 -1.40
H: -1.49 2.41 -0.26
H: 1.41 2.79 -0.13
P: 0.34 -2.81 -1.67
C: 1.68 -3.54 -0.75
C: -1.18 -3.40 -0.92
H: -0.44 -3.09 -3.93
H: 0.29 -4.59 -3.24
H: 1.34 -3.24 -3.81
C: 0.39 -3.50 -3.31
H: -2.05 -2.99 -1.46
H: -1.19 -4.50 -0.99
H: 1.56 -4.63 -0.78
H: 1.67 -3.19 0.29
H: -1.25 -3.09 0.12
H: 2.65 -3.26 -1.19
C: 1.99 -0.24 -0.72
O: 2.99 -0.15 -0.04
N: -0.59 -0.44 0.40
P: -0.46 0.11 1.87
C: 1.10 1.09 2.22
C: 2.31 0.41 2.40
C: 3.48 1.07 2.71
C: 3.48 2.46 2.84
C: 2.29 3.16 2.67
C: 1.11 2.49 2.37
C: -1.99 1.05 2.24
C: -2.17 1.79 3.42
C: -3.37 2.46 3.69
C: -4.42 2.41 2.78
C: -4.27 1.69 1.60
C: -3.08 1.01 1.33
C: -0.30 -1.24 3.14
C: -0.12 -2.57 2.77
C: 0.00 -3.60 3.70
C: -0.03 -3.31 5.05
C: -0.18 -1.98 5.46
C: -0.31 -0.97 4.52
H: 2.32 -0.69 2.33
H: 4.42 0.51 2.85
H: 4.41 2.99 3.08
H: 2.28 4.26 2.79
H: 0.17 3.05 2.26
H: -1.35 1.85 4.15
H: -3.47 3.03 4.62
H: -5.35 2.93 2.99
H: -5.10 1.64 0.88
H: -2.99 0.44 0.39
H: -0.05 -2.83 1.68
H: 0.14 -4.64 3.36
H: 0.07 -4.11 5.79
H: -0.20 -1.74 6.53
H: -0.41 0.07 4.87

**Total charge**: +2
**HOMO level (spin up / spin down)**: -13.692 / -13.692 eV
**2S+1**: 2
**Lowest unoccupied orbital energy (spin up / spin down)**: -7.09 / -7.18 eV
**⟨S²⟩**: 0.752
**Orbital gap (spin up / spin down)**: 6.602 / 6.509 eV

Want to see where the charge sits? The Löwdin charges in e are: -0.07, -0.79, 0.10, 0.10, 0.10, -0.04, 0.65, 1.20, 0.61, -0.24, -0.27, 0.07, 0.08, 0.03, 0.07, 0.07, 0.06, -0.24, 0.08, 0.03, 0.03, 0.60, -0.24, -0.25, 0.06, 0.07, 0.07, -0.26, 0.06, 0.07, 0.07, 0.05, 0.02, 0.07, -0.11, 0.09, -0.36, 0.80, -0.29, -0.14, -0.07, -0.06, -0.08, -0.11, -0.29, -0.09, -0.06, -0.06, -0.07, -0.12, -0.28, -0.11, -0.07, -0.06, -0.06, -0.07, 0.12, 0.13, 0.12, 0.12, 0.11, 0.10, 0.12, 0.12, 0.12, 0.08, 0.06, 0.12, 0.12, 0.12, 0.10

---

# 2
The following is a DFT calculation (ωB97M-V/def2-TZVPD) of a structure of composition C8H2 at a distorted geometry.

Element x y z (Å)
C: -0.58 -2.05 -0.02
C: 0.19 -0.69 -1.92
C: -0.13 -1.40 1.05
C: 0.60 0.49 -1.49
C: -0.52 -0.76 -0.70
C: -0.38 0.50 0.22
C: -0.14 -0.06 1.48
C: 0.32 1.41 -0.57
H: 0.11 0.15 2.47
H: 0.53 2.41 -0.52

**Total charge**: 0
**HOMO level**: -8.320 eV
**2S+1**: 1
**Lowest unoccupied orbital energy**: -1.83 eV
**Orbital gap**: 6.493 eV

Want to see where the charge sits? The Löwdin charges in e are: 0.08, 0.08, 0.05, 0.04, -0.33, -0.20, 0.05, 0.03, 0.10, 0.10

---

# 3
The following is a DFT calculation (ωB97M-V/def2-TZVPD) of an isolated molecule of C4H6O2 at a distorted geometry.

Element x y z (Å)
O: 2.05 0.42 -1.54
C: 1.17 -0.38 -1.30
C: -0.22 0.04 -1.01
C: 0.14 0.10 0.57
C: -0.97 0.37 1.45
O: -0.47 -0.95 1.31
H: 1.34 -1.41 -0.90
H: -1.00 -0.73 -1.17
H: -0.48 0.90 -1.67
H: 1.18 0.24 0.96
H: -1.86 0.58 0.87
H: -0.88 0.82 2.44

**Total charge**: 0
**HOMO level**: -9.834 eV
**2S+1**: 1
**Lowest unoccupied orbital energy**: 0.97 eV
**Structure (SMILES)**: O=CC[C@H]1CO1
**Orbital gap**: 10.807 eV

Want to see where the charge sits? The Löwdin charges in e are: 0.04, -0.33, -0.06, -0.27, -0.12, -0.04, 0.14, 0.13, 0.13, 0.16, 0.11, 0.12

---

# 4
The following is a DFT calculation (ωB97M-V/def2-TZVPD) of a structure of composition C29H34AsFN8O10S3Sn.

Element x y z (Å)
Sn: 0.22 0.09 0.08
O: 2.78 -3.13 2.53
As: 1.10 -3.16 1.81
O: 1.61 -2.77 0.05
O: 0.52 -1.64 2.15
C: 2.55 -3.40 -0.68
C: 3.35 -4.43 -0.19
C: 4.37 -4.98 -0.96
C: 4.61 -4.51 -2.24
C: 3.79 -3.51 -2.75
C: 2.74 -2.97 -2.01
S: 2.56 -0.40 -2.78
O: 1.64 0.04 -3.83
O: 1.91 -2.07 -2.56
O: 2.20 0.19 -1.46
H: 3.20 -2.30 2.26
H: 3.20 -4.77 0.82
H: 4.98 -5.78 -0.55
H: 5.41 -4.91 -2.84
H: 3.94 -3.12 -3.76
S: -4.35 1.43 1.88
C: -3.39 2.85 1.82
C: -2.14 2.60 1.37
C: -1.87 1.23 1.04
C: -2.98 0.49 1.26
C: -3.10 -0.96 1.10
C: -4.19 -1.71 1.57
C: -4.17 -3.08 1.45
C: -3.07 -3.69 0.87
C: -2.04 -2.88 0.42
N: -2.06 -1.56 0.51
H: -3.83 3.79 2.12
H: -1.41 3.40 1.25
H: -5.03 -1.20 2.03
H: -5.00 -3.67 1.81
H: -2.99 -4.77 0.79
H: -1.15 -3.30 -0.03
S: 2.60 0.97 2.62
C: 1.18 0.76 3.47
N: 0.07 1.51 3.31
C: -1.04 1.02 4.12
C: -0.47 -0.28 4.71
N: 0.96 -0.13 4.48
H: -0.11 1.95 2.42
H: -1.93 0.85 3.51
H: -1.29 1.75 4.90
H: -0.85 -1.15 4.17
H: -0.69 -0.38 5.77
H: 1.51 -0.98 4.40
F: 5.48 5.62 -1.06
C: 4.76 5.27 0.02
C: 3.47 4.94 -0.09
N: 2.70 4.62 0.99
C: 1.26 4.32 0.85
C: 0.89 3.60 -0.48
O: 1.06 4.26 -1.51
O: 0.39 2.46 -0.34
C: 3.21 4.66 2.27
O: 2.55 4.52 3.28
N: 4.57 4.92 2.33
C: 5.43 5.29 1.30
O: 6.59 5.60 1.53
H: 2.96 4.89 -1.05
H: 0.70 5.26 0.88
H: 0.99 3.72 1.71
H: 4.97 4.89 3.25
C: -3.49 1.38 -2.28
N: -3.32 0.14 -3.01
C: -3.61 0.29 -4.43
C: -2.14 -0.58 -2.72
N: -1.11 -0.09 -2.16
N: -2.16 -1.88 -3.14
C: -0.93 -2.65 -3.17
C: -3.38 -2.66 -3.22
H: -4.54 1.68 -2.32
H: -2.88 2.20 -2.70
H: -3.20 1.25 -1.24
H: -4.68 0.46 -4.57
H: -3.33 -0.62 -4.96
H: -3.06 1.13 -4.87
H: -1.14 0.92 -2.10
H: -0.07 -1.98 -3.11
H: -0.88 -3.22 -4.09
H: -0.87 -3.34 -2.32
H: -4.24 -2.03 -3.01
H: -3.35 -3.47 -2.49
H: -3.49 -3.10 -4.22

**Total charge**: -2
**HOMO level**: -2.041 eV
**2S+1**: 1
**Lowest unoccupied orbital energy**: 3.70 eV
**Orbital gap**: 5.743 eV

Want to see where the charge sits? The Löwdin charges in e are: 1.41, -0.43, 1.03, -0.35, -0.72, -0.30, -0.05, -0.13, -0.13, -0.04, -0.32, 0.75, -0.48, -0.31, -0.63, 0.01, 0.07, 0.08, 0.08, 0.11, 0.94, -0.44, -0.24, -0.30, -0.55, -0.29, -0.05, -0.09, -0.08, -0.17, 0.08, 0.05, 0.08, 0.08, 0.10, 0.10, 0.08, 0.59, -0.92, 0.04, -0.14, -0.16, 0.01, 0.06, 0.08, 0.11, 0.10, 0.10, 0.11, 0.06, -0.19, 0.07, 0.03, -0.04, -0.65, -0.02, -0.19, -0.49, 0.06, 0.21, -0.42, 0.05, 0.13, 0.13, 0.09, 0.16, -0.07, -0.18, -0.08, -0.44, 0.11, -0.16, -0.04, -0.08, 0.09, 0.10, 0.07, 0.08, 0.08, 0.09, 0.04, 0.05, 0.09, 0.08, 0.08, 0.08, 0.08